C23H19CoN3OPS3 as an isolated structure, computed with ωB97M-V/def2-TZVPD.

Geometry as XYZ:
```
51
Properties=species:S:1:pos:R:3
Co -1.44128 -0.61789 0.62621
N -0.65260 0.69153 -1.88191
P 0.16852 -0.14725 -0.64508
C 1.56218 0.91899 -0.24230
C 1.80774 1.36612 1.04749
C 2.90129 2.18542 1.29553
C 3.74223 2.55856 0.25988
C 3.50802 2.10038 -1.03150
C 2.42847 1.27207 -1.28113
C 0.94032 -1.55620 -1.46062
C 1.97111 -2.22735 -0.80981
C 2.52430 -3.35953 -1.38295
C 2.05650 -3.81833 -2.60556
C 1.03203 -3.14913 -3.25671
C 0.46668 -2.02235 -2.68272
C -2.02117 0.58575 -1.93375
C -2.79651 1.13525 -2.95622
C -4.15687 0.92891 -2.92207
C -4.72543 0.17633 -1.89749
C -3.89394 -0.32656 -0.92452
N -2.57232 -0.11383 -0.93720
H -0.18271 1.31117 -2.52194
H 1.15770 1.07027 1.85782
H 3.08716 2.53025 2.30400
H 4.59189 3.19942 0.45666
H 4.17491 2.37626 -1.83769
H 2.27479 0.87864 -2.28059
H 2.33081 -1.87331 0.14965
H 3.31597 -3.88900 -0.87008
H 2.48454 -4.70853 -3.04707
H 0.65775 -3.51776 -4.20247
H -0.34930 -1.51488 -3.18167
H -2.32715 1.69977 -3.74962
H -4.78143 1.34706 -3.70048
H -5.78768 -0.00982 -1.85416
H -4.25774 -0.92147 -0.09772
S -0.49471 -1.23030 2.45074
C -0.45271 0.22267 3.43447
C 0.16500 0.21668 4.68693
C 0.21291 1.37009 5.44737
C -0.34169 2.55168 4.95878
C -0.94227 2.57088 3.71413
C -1.01178 1.40588 2.94790
S -1.76840 1.41106 1.36732
H 0.60611 -0.70133 5.05503
H 0.68826 1.35258 6.41944
H -0.30122 3.45776 5.54925
H -1.36735 3.48739 3.32425
O -0.73680 -4.44928 -1.04824
S -1.81196 -3.80000 -0.29990
N -1.68218 -2.42469 0.19032
```

Computed properties:
- net charge = 0
- E (Eh) = -4046.112101
- Kohn-Sham gap (spin up / spin down) (Ha) = 0.255 / 0.255
- strongest force on any atom (eV/A) = 0.45
- energy above the lowest of the compared OMol25 structures with the same formula, charge and spin (kcal/mol) = 7.24
- HOMO energy (spin up / spin down) (eV) = -7.36 / -7.36

---

C23H19FeN6O2 as an isolated structure at a distorted geometry, computed with ωB97M-V/def2-TZVPD.

Geometry as XYZ:
```
51
Properties=species:S:1:pos:R:3
Fe -0.70673 0.44379 -1.48223
C -2.53472 3.17895 -1.62950
O -1.79464 2.31381 -0.74661
C -1.57325 2.73811 0.53578
C -1.85344 4.00858 0.99355
C -1.59873 4.32998 2.32206
C -1.07676 3.38702 3.20520
C -0.81142 2.11367 2.75834
C -1.04820 1.77186 1.41801
N -0.82552 0.52715 0.88547
N -0.52192 -0.41027 1.68512
C -0.42673 -1.70203 1.36733
C -0.74766 -2.22484 0.02213
O -1.01171 -1.42396 -0.90559
C -0.73900 -3.63215 -0.18082
C -0.38811 -4.47311 0.81912
C -0.00165 -4.00582 2.12128
C 0.40173 -4.89172 3.11805
C 0.78051 -4.42649 4.36704
C 0.75355 -3.06118 4.64239
C 0.35276 -2.16461 3.67326
C -0.02474 -2.61779 2.39729
H -3.47175 3.48258 -1.16610
H -1.94498 4.05436 -1.89949
H -2.75092 2.59572 -2.52044
H -2.27052 4.76058 0.33855
H -1.81299 5.33147 2.66936
H -0.88974 3.65299 4.23595
H -0.41576 1.35762 3.42066
H -1.01266 -3.99488 -1.16278
H -0.38868 -5.54120 0.63629
H 0.42261 -5.95252 2.90124
H 1.09474 -5.12388 5.13155
H 1.04930 -2.70300 5.61900
H 0.32330 -1.10604 3.88186
N 1.44318 0.47253 -5.13388
C 0.26040 0.43918 -5.82619
C -0.72421 0.51744 -4.88751
N -0.15385 0.60538 -3.64634
C 1.15820 0.57346 -3.82074
C 2.04601 0.63089 -2.68191
N 1.55026 0.66824 -1.45629
C 2.61784 0.71067 -0.60224
C 3.77391 0.70033 -1.32384
N 3.39298 0.64969 -2.64024
H 2.35563 0.43440 -5.55874
H 0.21177 0.35873 -6.89778
H -1.79085 0.52282 -5.02961
H 2.49183 0.75230 0.46631
H 4.80290 0.72957 -1.01207
H 4.02846 0.64163 -3.42124
```

Computed properties:
- net charge = +2
- multiplicity = 6
- E (Eh) = -2630.092653
- Kohn-Sham gap (spin up / spin down) (Ha) = 0.257 / 0.215
- strongest force on any atom (eV/A) = 1.86
- HOMO energy (spin up / spin down) (eV) = -13.54 / -14.24
- <S²> = 8.84

---

C23H19IrN9O5S2 as an isolated structure at a distorted geometry, computed with ωB97M-V/def2-TZVPD.

Geometry as XYZ:
```
59
Properties=species:S:1:pos:R:3
Ir 0.05836 0.38325 -0.39084
O -1.07626 -3.41548 -0.10179
C -0.91097 -2.24296 0.06939
N 0.10181 -1.49428 -0.56706
C 0.81674 -1.99141 -1.72927
C 1.85799 -0.96796 -2.12504
C 2.90068 -1.25811 -2.98287
C 3.82366 -0.26742 -3.27952
C 3.69233 0.98789 -2.70035
C 2.62624 1.22288 -1.85878
N 1.72742 0.26867 -1.58936
C -1.72836 -1.37332 0.99331
C -2.68040 -1.91574 1.82389
C -3.34578 -1.06682 2.70382
C -3.01872 0.27851 2.72262
C -2.06333 0.75942 1.83768
N -1.44364 -0.04984 0.98683
H 0.09037 -2.10572 -2.54737
H 1.25233 -2.97477 -1.54151
H 2.98686 -2.24976 -3.40568
H 4.64545 -0.47521 -3.95142
H 4.40062 1.77769 -2.90332
H 2.46244 2.18350 -1.38965
H -2.88008 -2.97779 1.77464
H -4.10206 -1.45658 3.37176
H -3.50271 0.96084 3.40687
H -1.80158 1.80811 1.78795
N -0.95411 3.27390 -2.21781
C -0.39269 3.46323 -1.03191
N 0.07788 2.49485 -0.25076
C 0.69647 3.01390 0.88874
C 0.64633 4.35184 1.00333
S -0.16078 5.04007 -0.35846
C 1.34070 2.02284 1.73691
C 2.07084 2.17474 2.85507
S 2.64532 0.65247 3.42062
C 1.86880 -0.13734 2.10272
N 1.21761 0.69472 1.30907
N 1.93403 -1.46442 1.93245
H -1.05652 2.32901 -2.56366
H -1.23782 4.05132 -2.78863
H 1.05565 4.97694 1.77918
H 2.31733 3.08436 3.37673
H 2.45640 -2.04240 2.56845
H 1.51794 -1.89272 1.12168
O -4.78925 -2.35180 -2.30343
C -5.43139 -1.41184 -1.62636
O -6.55830 -1.54876 -1.24170
C -4.70979 -0.13170 -1.30108
C -5.39842 0.87778 -0.66937
N -4.53159 1.88838 -0.48741
N -3.30953 1.62827 -0.94503
C -3.40132 0.40195 -1.45844
C -2.23356 -0.21703 -2.12143
O -2.31956 -1.27008 -2.71534
O -1.04236 0.39145 -2.05426
H -3.90300 -2.04905 -2.58348
H -6.43166 0.91775 -0.36722
H -4.72808 2.79146 -0.08693
```

Computed properties:
- net charge = +2
- multiplicity = 2
- E (Eh) = -2657.229006
- Kohn-Sham gap (spin up / spin down) (Ha) = 0.287 / 0.199
- strongest force on any atom (eV/A) = 1.23
- energy above the lowest of the compared OMol25 structures with the same formula, charge and spin (kcal/mol) = 0.00
- HOMO energy (spin up / spin down) (eV) = -14.07 / -14.07
- <S²> = 0.76

---

What did the first record say?
C23H19CoN3OPS3 as an isolated structure, computed with ωB97M-V/def2-TZVPD.

Geometry as XYZ:
```
51
Properties=species:S:1:pos:R:3
Co -1.44128 -0.61789 0.62621
N -0.65260 0.69153 -1.88191
P 0.16852 -0.14725 -0.64508
C 1.56218 0.91899 -0.24230
C 1.80774 1.36612 1.04749
C 2.90129 2.18542 1.29553
C 3.74223 2.55856 0.25988
C 3.50802 2.10038 -1.03150
C 2.42847 1.27207 -1.28113
C 0.94032 -1.55620 -1.46062
C 1.97111 -2.22735 -0.80981
C 2.52430 -3.35953 -1.38295
C 2.05650 -3.81833 -2.60556
C 1.03203 -3.14913 -3.25671
C 0.46668 -2.02235 -2.68272
C -2.02117 0.58575 -1.93375
C -2.79651 1.13525 -2.95622
C -4.15687 0.92891 -2.92207
C -4.72543 0.17633 -1.89749
C -3.89394 -0.32656 -0.92452
N -2.57232 -0.11383 -0.93720
H -0.18271 1.31117 -2.52194
H 1.15770 1.07027 1.85782
H 3.08716 2.53025 2.30400
H 4.59189 3.19942 0.45666
H 4.17491 2.37626 -1.83769
H 2.27479 0.87864 -2.28059
H 2.33081 -1.87331 0.14965
H 3.31597 -3.88900 -0.87008
H 2.48454 -4.70853 -3.04707
H 0.65775 -3.51776 -4.20247
H -0.34930 -1.51488 -3.18167
H -2.32715 1.69977 -3.74962
H -4.78143 1.34706 -3.70048
H -5.78768 -0.00982 -1.85416
H -4.25774 -0.92147 -0.09772
S -0.49471 -1.23030 2.45074
C -0.45271 0.22267 3.43447
C 0.16500 0.21668 4.68693
C 0.21291 1.37009 5.44737
C -0.34169 2.55168 4.95878
C -0.94227 2.57088 3.71413
C -1.01178 1.40588 2.94790
S -1.76840 1.41106 1.36732
H 0.60611 -0.70133 5.05503
H 0.68826 1.35258 6.41944
H -0.30122 3.45776 5.54925
H -1.36735 3.48739 3.32425
O -0.73680 -4.44928 -1.04824
S -1.81196 -3.80000 -0.29990
N -1.68218 -2.42469 0.19032
```

Computed properties:
- net charge = 0
- E (Eh) = -4046.112101
- Kohn-Sham gap (spin up / spin down) (Ha) = 0.255 / 0.255
- strongest force on any atom (eV/A) = 0.45
- energy above the lowest of the compared OMol25 structures with the same formula, charge and spin (kcal/mol) = 7.24
- HOMO energy (spin up / spin down) (eV) = -7.36 / -7.36

---

What did the second record say?
C23H19FeN6O2 as an isolated structure at a distorted geometry, computed with ωB97M-V/def2-TZVPD.

Geometry as XYZ:
```
51
Properties=species:S:1:pos:R:3
Fe -0.70673 0.44379 -1.48223
C -2.53472 3.17895 -1.62950
O -1.79464 2.31381 -0.74661
C -1.57325 2.73811 0.53578
C -1.85344 4.00858 0.99355
C -1.59873 4.32998 2.32206
C -1.07676 3.38702 3.20520
C -0.81142 2.11367 2.75834
C -1.04820 1.77186 1.41801
N -0.82552 0.52715 0.88547
N -0.52192 -0.41027 1.68512
C -0.42673 -1.70203 1.36733
C -0.74766 -2.22484 0.02213
O -1.01171 -1.42396 -0.90559
C -0.73900 -3.63215 -0.18082
C -0.38811 -4.47311 0.81912
C -0.00165 -4.00582 2.12128
C 0.40173 -4.89172 3.11805
C 0.78051 -4.42649 4.36704
C 0.75355 -3.06118 4.64239
C 0.35276 -2.16461 3.67326
C -0.02474 -2.61779 2.39729
H -3.47175 3.48258 -1.16610
H -1.94498 4.05436 -1.89949
H -2.75092 2.59572 -2.52044
H -2.27052 4.76058 0.33855
H -1.81299 5.33147 2.66936
H -0.88974 3.65299 4.23595
H -0.41576 1.35762 3.42066
H -1.01266 -3.99488 -1.16278
H -0.38868 -5.54120 0.63629
H 0.42261 -5.95252 2.90124
H 1.09474 -5.12388 5.13155
H 1.04930 -2.70300 5.61900
H 0.32330 -1.10604 3.88186
N 1.44318 0.47253 -5.13388
C 0.26040 0.43918 -5.82619
C -0.72421 0.51744 -4.88751
N -0.15385 0.60538 -3.64634
C 1.15820 0.57346 -3.82074
C 2.04601 0.63089 -2.68191
N 1.55026 0.66824 -1.45629
C 2.61784 0.71067 -0.60224
C 3.77391 0.70033 -1.32384
N 3.39298 0.64969 -2.64024
H 2.35563 0.43440 -5.55874
H 0.21177 0.35873 -6.89778
H -1.79085 0.52282 -5.02961
H 2.49183 0.75230 0.46631
H 4.80290 0.72957 -1.01207
H 4.02846 0.64163 -3.42124
```

Computed properties:
- net charge = +2
- multiplicity = 6
- E (Eh) = -2630.092653
- Kohn-Sham gap (spin up / spin down) (Ha) = 0.257 / 0.215
- strongest force on any atom (eV/A) = 1.86
- HOMO energy (spin up / spin down) (eV) = -13.54 / -14.24
- <S²> = 8.84